Entry 1:
Computed, not measured: C20H54BBeF4N2O12 as an isolated structure at a distorted geometry, with ωB97M-V with the def2-TZVPD basis set.

```
94
C20H54BBeF4N2O12 ωB97M-V with the def2-TZVPD basis set
Be -0.07 -0.76 2.42
B 1.21 -0.54 -0.29
F 2.02 -1.13 -1.27
F 0.85 0.75 -0.65
F 0.09 -1.37 -0.02
F 1.87 -0.49 0.96
C -3.14 -0.99 1.94
O -1.85 -1.60 2.10
C -1.86 -2.96 1.58
C -1.00 -3.70 2.53
N 0.31 -3.04 2.46
C 1.24 -3.40 3.54
C 2.34 -2.42 3.43
O 1.77 -1.17 3.82
C 2.77 -0.28 4.27
H -3.32 -0.59 0.95
H -3.13 -0.12 2.59
H -3.89 -1.68 2.32
H -1.43 -2.87 0.58
H -2.79 -3.52 1.51
H -0.85 -4.76 2.33
H -1.42 -3.69 3.54
H 0.70 -3.52 1.65
H 1.59 -4.43 3.35
H 0.77 -3.45 4.52
H 2.77 -2.35 2.42
H 3.23 -2.64 4.02
H 2.36 0.70 4.48
H 3.58 -0.20 3.54
H 3.15 -0.58 5.26
C -7.19 -0.50 0.31
O -6.11 0.22 -0.24
C -5.62 1.23 0.62
C -4.76 2.18 -0.16
N -3.53 1.50 -0.60
C -2.87 2.25 -1.67
C -1.89 1.42 -2.45
O -2.47 0.17 -2.75
C -1.51 -0.75 -3.24
H -8.04 0.09 0.65
H -6.85 -1.21 1.08
H -7.54 -1.13 -0.51
H -5.17 0.77 1.51
H -6.48 1.79 1.02
H -4.49 3.06 0.42
H -5.35 2.55 -1.00
H -3.80 0.60 -0.99
H -2.41 3.16 -1.26
H -3.59 2.68 -2.39
H -0.97 1.22 -1.88
H -1.58 1.96 -3.36
H -2.02 -1.66 -3.55
H -0.71 -0.95 -2.51
H -1.01 -0.32 -4.12
C 0.89 2.94 -3.47
C 0.79 3.72 -2.18
O 0.91 5.10 -2.45
O -0.04 3.40 -4.45
H 0.76 1.87 -3.25
H 1.90 3.07 -3.87
H 1.56 3.42 -1.48
H -0.18 3.53 -1.71
H 0.28 5.31 -3.15
H 0.36 3.31 -5.32
C 5.99 -0.08 -0.05
C 5.33 -0.90 1.06
O 6.23 -1.87 1.54
O 6.77 0.99 0.49
H 5.23 0.40 -0.67
H 6.67 -0.73 -0.61
H 4.38 -1.27 0.65
H 5.09 -0.09 1.77
H 6.19 -1.84 2.50
H 7.22 0.62 1.26
C 2.16 -1.79 -4.35
C 3.13 -0.62 -4.23
O 2.67 0.41 -3.39
O 2.27 -2.76 -3.31
H 2.44 -2.36 -5.23
H 1.12 -1.46 -4.43
H 3.34 -0.26 -5.24
H 4.06 -1.05 -3.84
H 2.15 0.05 -2.67
H 2.19 -2.35 -2.44
C -0.76 2.06 1.39
C -0.07 2.00 2.69
O 0.81 0.87 2.65
O -1.49 0.88 1.30
H -0.10 2.22 0.54
H -1.39 2.96 1.40
H -0.78 1.79 3.51
H 0.40 2.95 2.93
H 1.71 1.15 2.80
H -2.05 0.88 0.47
```

* gap between HOMO and LUMO: 0.2981 Ha
* charge: +1
* LUMO: -3.30 eV
* total energy: -2245.7629 Ha
* energy relative to the best compared isomer or geometry (same formula, charge and spin): 0.0 kJ/mol

***

Entry 2:
Computed, not measured: C20H55BI2N24O17 as an isolated structure at a distorted geometry, with ωB97M-V with the def2-TZVPD basis set.

```
119
C20H55BI2N24O17 ωB97M-V with the def2-TZVPD basis set
C -0.14 1.63 4.76
C 0.21 1.82 3.17
I 0.93 0.14 1.91
C 0.08 3.13 2.48
I 0.62 3.29 0.33
C -0.46 4.52 3.18
C -1.86 5.05 3.22
C -3.25 4.42 2.60
B -3.48 2.87 3.12
O -3.92 2.62 4.50
O -3.19 1.75 2.20
C -1.94 6.51 3.98
O -3.02 7.29 4.15
O -0.53 6.77 4.38
C 0.41 5.69 3.96
O 1.74 5.71 4.19
H 0.43 2.44 5.41
H 0.32 0.58 5.10
H -1.29 1.57 5.01
H -3.33 4.56 1.43
H -4.14 5.06 3.07
H -4.87 2.31 4.42
H -3.75 1.79 1.36
C 3.44 8.66 6.80
O 2.98 9.34 7.70
N 4.75 8.38 6.69
N 2.67 8.13 5.83
H 5.14 7.82 5.95
H 5.36 8.76 7.40
H 1.68 8.31 5.87
H 3.03 7.56 5.08
C -0.15 -2.03 -1.41
O -0.57 -0.90 -1.59
N -0.17 -2.98 -2.36
N 0.38 -2.42 -0.23
H 0.18 -3.91 -2.22
H -0.56 -2.72 -3.26
H 0.41 -1.74 0.51
H 0.73 -3.35 -0.06
C 1.94 -6.16 -3.91
O 1.48 -5.48 -3.01
N 3.25 -6.44 -4.02
N 1.17 -6.69 -4.88
H 3.64 -6.99 -4.76
H 3.86 -6.05 -3.31
H 0.18 -6.50 -4.84
H 1.53 -7.25 -5.63
C -2.44 -3.01 -5.77
O -1.89 -2.83 -4.70
N -2.19 -4.09 -6.54
N -3.34 -2.15 -6.29
H -2.63 -4.25 -7.43
H -1.52 -4.76 -6.19
H -3.56 -1.33 -5.74
H -3.80 -2.29 -7.17
C 4.24 -4.61 -0.59
O 4.28 -4.76 -1.80
N 3.71 -5.53 0.25
N 4.74 -3.52 0.03
H 3.67 -5.42 1.25
H 3.32 -6.36 -0.17
H 5.15 -2.81 -0.56
H 4.72 -3.38 1.02
C 2.40 -6.42 3.95
O 2.34 -5.74 2.94
N 1.32 -6.72 4.69
N 3.56 -6.93 4.42
H 1.35 -7.27 5.53
H 0.43 -6.35 4.38
H 4.40 -6.73 3.88
H 3.63 -7.49 5.25
C -6.16 6.68 0.46
O -6.61 5.99 1.36
N -6.80 6.86 -0.71
N -4.99 7.34 0.57
H -6.44 7.43 -1.46
H -7.68 6.39 -0.83
H -4.48 7.23 1.44
H -4.60 7.91 -0.16
C 3.79 -2.22 -5.88
O 3.73 -1.54 -6.89
N 2.71 -2.51 -5.14
N 4.95 -2.73 -5.42
H 2.74 -3.07 -4.30
H 1.82 -2.15 -5.45
H 5.79 -2.53 -5.95
H 5.02 -3.29 -4.58
C -5.77 0.70 7.04
O -6.46 1.19 6.16
N -6.17 -0.37 7.76
N -4.56 1.18 7.37
H -5.62 -0.78 8.49
H -7.08 -0.76 7.54
H -4.22 1.98 6.85
H -3.98 0.78 8.09
C 2.87 6.05 -2.35
O 2.03 5.16 -2.45
N 2.85 7.16 -3.10
N 3.88 5.99 -1.46
H 3.52 7.90 -3.03
H 2.10 7.24 -3.78
H 3.93 5.17 -0.87
H 4.58 6.71 -1.36
C -1.51 -6.83 -1.35
O -2.05 -6.09 -2.16
N -2.20 -7.59 -0.49
N -0.17 -6.96 -1.27
H -1.77 -8.21 0.18
H -3.21 -7.53 -0.52
H 0.38 -6.40 -1.90
H 0.29 -7.56 -0.61
C -0.14 0.20 -7.56
O -0.98 -0.52 -8.07
N 0.15 0.15 -6.24
N 0.58 1.09 -8.25
H 0.84 0.73 -5.80
H -0.37 -0.51 -5.68
H 0.40 1.16 -9.25
H 1.28 1.69 -7.85
```

* gap between HOMO and LUMO: 0.2463 Ha
* LUMO: -1.66 eV
* total energy: -4008.8987 Ha